One molecule with the formula C3BrClO, computed with ωB97M-V/def2-TZVPD.

## Properties
E_HOMO: -0.364 Eh
LUMO: -0.45 eV
Gap between HOMO and LUMO: 9.46 eV
Energy relative to the best compared isomer or geometry (same formula, charge and spin): 177.7 kJ/mol

Positions of all 6 atoms, in Å:
C  -0.26698  0.34868  0.31242
Br  -0.19827  2.50011  2.35896
C  0.65634  -1.41177  -0.78812
C  -0.20850  1.34210  0.99201
Cl  0.32539  -2.27138  -2.21585
O  -0.30799  -0.50776  -0.65942

The Mulliken scheme yields these atomic charges, measured in e:
1. C 0.347
2. Br -0.019
3. C -0.110
4. C -0.010
5. Cl -0.049
6. O -0.160

***

C3Cl2 as an isolated structure, computed with ωB97M-V/def2-TZVPD.

## Properties
E_HOMO (alpha / beta): -0.412 / -0.338 Eh
LUMO (alpha / beta): -2.51 / -3.91 eV
Gap between HOMO and LUMO (alpha / beta): 8.69 / 5.28 eV
Energy relative to the best compared isomer or geometry (same formula, charge and spin): 257.7 kJ/mol

Positions of all 5 atoms, in Å:
Cl  3.48760  -0.52320  0.00551
Cl  1.11938  0.80516  -0.03287
C  -0.44657  0.57896  0.05163
C  -2.61887  -0.77814  -0.02535
C  -1.54153  -0.08278  0.00109

The Mulliken scheme yields these atomic charges, measured in e:
1. Cl -0.293
2. Cl 0.058
3. C 0.480
4. C -0.572
5. C 0.326

***

A 2-piece molecular cluster, C3Cl2N3O3P overall, computed with ωB97M-V/def2-TZVPD.

## Properties
Charge: -2
E_HOMO: -0.076 Eh
LUMO: 3.24 eV
Gap between HOMO and LUMO: 5.30 eV

Positions of all 12 atoms, in Å:
N  0.89023  -1.01125  1.00340
O  1.10910  1.15586  -2.28773
N  -0.20385  -1.59650  1.34585
P  0.38216  0.16741  -1.49406
C  -0.96555  0.94275  -0.38251
C  -1.34230  0.15332  0.58572
O  -0.28704  -1.03743  -2.03584
Cl  -8.81773  1.10642  -7.19457
Cl  -1.15295  2.55388  0.03258
O  2.16159  0.89906  0.48495
N  -1.39805  -0.84689  1.29379
C  1.32951  0.04011  0.30511

The Mulliken scheme yields these atomic charges, measured in e:
1. N -0.041
2. O -0.683
3. N -0.314
4. P 0.965
5. C 0.112
6. C 0.286
7. O -0.698
8. Cl -1.000
9. Cl -0.194
10. O -0.558
11. N -0.330
12. C 0.455

***

One molecule with the formula C3Cl2O, computed with ωB97M-V/def2-TZVPD.

## Properties
E_HOMO (alpha / beta): -0.212 / -0.373 Eh
Multiplicity: 3
LUMO (alpha / beta): 0.59 / -3.63 eV
Gap between HOMO and LUMO (alpha / beta): 6.35 / 6.52 eV
Energy relative to the best compared isomer or geometry (same formula, charge and spin): 0.0 kJ/mol

Positions of all 6 atoms, in Å:
Cl  0.54714  -0.81584  2.14692
C  0.50705  0.25398  -0.51216
C  -0.84884  -0.08549  -0.36287
Cl  1.71018  0.98152  -1.32231
O  -1.99402  -0.09855  -0.64478
C  0.07849  -0.23562  0.69521

The Mulliken scheme yields these atomic charges, measured in e:
1. Cl -0.165
2. C -0.069
3. C 0.711
4. Cl -0.166
5. O -0.296
6. C -0.015

***

One molecule with the formula C3Cl3F, computed with ωB97M-V/def2-TZVPD.

## Properties
E_HOMO: -0.346 Eh
LUMO: -1.66 eV
Gap between HOMO and LUMO: 7.76 eV

Positions of all 7 atoms, in Å:
C  0.22540  -0.03822  0.50465
C  -0.88650  -0.34154  -0.32123
C  1.62150  0.62732  0.48858
Cl  -0.94215  -0.00291  -1.98296
Cl  -0.01777  -0.61112  2.13355
Cl  1.96147  1.29936  -0.98197
F  -1.96195  -0.93290  0.15939

The Mulliken scheme yields these atomic charges, measured in e:
1. C 0.147
2. C 0.426
3. C -0.108
4. Cl -0.097
5. Cl -0.181
6. Cl -0.037
7. F -0.151

***

C3CuOS8 as an isolated structure, computed with ωB97M-V/def2-TZVPD.

## Properties
Charge: -2
E_HOMO (alpha / beta): -0.029 / -0.035 Eh
Multiplicity: 2
LUMO (alpha / beta): 4.95 / 4.74 eV
Gap between HOMO and LUMO (alpha / beta): 5.73 / 5.69 eV

Positions of all 13 atoms, in Å:
O  2.64837  -4.59636  -4.05795
S  -2.20491  2.41691  1.34682
S  -0.01216  0.37009  2.40680
S  -1.32500  1.96339  -0.48000
Cu  -0.03925  0.08819  0.07591
C  2.17685  -3.77971  -3.28714
S  2.08292  -0.25224  -0.78296
S  -0.58753  2.35928  2.58798
S  3.08437  -2.45114  -2.58042
C  0.56017  -2.31460  -1.76751
S  0.48982  -3.74475  -2.79669
S  -0.87668  -1.80482  -0.94423
C  1.76732  -1.70255  -1.67730

The Mulliken scheme yields these atomic charges, measured in e:
1. O -0.643
2. S -0.184
3. S -0.355
4. S -0.341
5. Cu 0.016
6. C 0.541
7. S -0.387
8. S -0.183
9. S -0.218
10. C 0.180
11. S -0.218
12. S -0.385
13. C 0.178

***

One molecule with the formula C3F4N2, computed with ωB97M-V/def2-TZVPD.

## Properties
SMILES: N#C/C(=N/F)C(F)(F)F
E_HOMO (alpha / beta): -0.420 / -0.421 Eh
LUMO (alpha / beta): -2.23 / -2.30 eV
Gap between HOMO and LUMO (alpha / beta): 9.19 / 9.17 eV
Energy relative to the best compared isomer or geometry (same formula, charge and spin): 289.8 kJ/mol

Positions of all 9 atoms, in Å:
N  2.68030  0.95724  0.01393
F  0.56543  -1.78740  0.52894
F  -1.47697  -1.11693  0.60375
C  1.55259  0.74611  0.01488
F  -0.49370  -1.35510  -1.29721
N  -0.70623  1.68580  0.08024
C  0.18839  0.46160  0.01830
F  -1.99112  1.36255  0.06900
C  -0.31869  -0.95386  -0.03183

The Mulliken scheme yields these atomic charges, measured in e:
1. N -0.319
2. F -0.235
3. F -0.232
4. C 0.186
5. F -0.223
6. N -0.162
7. C 0.182
8. F -0.087
9. C 0.889

***

C3F9K4O9S3 as an isolated structure, computed with ωB97M-V/def2-TZVPD.

## Properties
Charge: +1
E_HOMO: -0.333 Eh
LUMO: -4.63 eV
Gap between HOMO and LUMO: 4.43 eV
Energy relative to the best compared isomer or geometry (same formula, charge and spin): 685.5 kJ/mol

Positions of all 28 atoms, in Å:
F  0.74008  -1.32286  0.50876
K  -5.18686  -0.42700  -2.66184
F  5.30677  -7.81571  0.54539
S  5.02181  -5.32988  -0.44890
O  -1.84875  0.37620  0.45157
F  -3.45793  5.85921  -0.00867
O  6.05926  -4.21355  -0.48626
C  0.81547  -0.23743  1.23408
S  -0.50598  1.01084  0.44725
C  -4.68014  6.03048  0.45873
O  -0.41000  2.11102  1.39928
K  1.10277  2.51709  -5.09470
O  3.95472  -5.36790  0.56973
F  7.15544  -6.52421  0.56102
F  6.47590  -7.50409  -1.33487
C  6.07587  -6.95805  -0.11783
F  0.48146  -0.61379  2.48280
S  -5.84649  4.55848  0.19650
O  -5.06729  3.69315  -0.72820
O  -6.03116  4.07286  1.54719
K  0.23272  6.40029  2.93653
F  2.02199  0.34125  1.18887
F  -5.17679  7.06439  -0.13938
O  -7.05227  5.10710  -0.39733
K  -0.04268  -4.98186  -2.22140
F  -4.66220  6.35231  1.75971
O  0.07454  1.29915  -0.87874
O  4.44976  -5.49751  -1.76928

The Mulliken scheme yields these atomic charges, measured in e:
1. F -0.213
2. K 0.985
3. F -0.203
4. S 1.088
5. O -0.650
6. F -0.248
7. O -0.656
8. C 0.570
9. S 1.074
10. C 0.591
11. O -0.668
12. K 0.994
13. O -0.667
14. F -0.206
15. F -0.233
16. C 0.584
17. F -0.217
18. S 1.123
19. O -0.679
20. O -0.642
21. K 0.993
22. F -0.196
23. F -0.254
24. O -0.632
25. K 0.985
26. F -0.250
27. O -0.682
28. O -0.691

***

An isolated ion of composition C3FN2O3S and charge -1, computed with ωB97M-V/def2-TZVPD.

## Properties
Charge: -1
SMILES: N#CC(F)(C#N)S(=O)(=O)[O-]
E_HOMO: -0.202 Eh
LUMO: 3.73 eV
Gap between HOMO and LUMO: 9.22 eV
Energy relative to the best compared isomer or geometry (same formula, charge and spin): 0.0 kJ/mol

Positions of all 10 atoms, in Å:
F  -0.14919  1.94129  -0.37324
C  -1.06112  0.56300  1.22544
N  -1.12720  -0.61747  -2.25257
C  -0.89349  -0.07040  -1.26643
O  0.32040  -1.76316  0.60328
S  1.09225  -0.72528  0.03611
O  1.69124  -0.71037  -1.27323
O  1.87063  0.01564  1.03515
C  -0.63460  0.66964  -0.09765
N  -1.10893  0.69711  2.36312

The Mulliken scheme yields these atomic charges, measured in e:
1. F -0.307
2. C 0.272
3. N -0.529
4. C 0.177
5. O -0.542
6. S 1.061
7. O -0.535
8. O -0.585
9. C 0.516
10. N -0.528

***

C3H10Br2O2Si2Zn as an isolated structure, computed with ωB97M-V/def2-TZVPD.

## Properties
Charge: +2
E_HOMO: -0.619 Eh
LUMO: -12.31 eV
Gap between HOMO and LUMO: 4.55 eV

Positions of all 20 atoms, in Å:
H  -0.00609  1.13999  0.89235
H  -2.34994  -0.69887  0.74350
O  1.47887  -1.06150  -0.37890
H  -3.33083  1.33564  0.28243
C  -1.65143  -0.02208  0.25802
H  3.07196  1.79649  -1.00475
Si  2.95155  -0.44020  -0.92768
Br  -1.04012  -1.13246  -1.49831
Si  0.82833  -1.24403  1.10862
H  -1.81486  2.15446  -0.01468
H  3.86500  -0.39680  0.23124
Br  -1.16882  0.31096  2.92832
H  -2.51661  1.34108  -1.33824
H  3.37295  -1.33401  -1.99946
O  2.62716  1.07072  -1.46586
H  -0.00655  -2.46367  1.11266
C  -2.37219  1.24060  -0.23385
Zn  -3.19441  -0.60988  -2.09888
C  -0.45521  0.17614  1.13283
H  1.71124  -1.16258  2.27062

The Mulliken scheme yields these atomic charges, measured in e:
1. H 0.459
2. H 0.857
3. O 0.025
4. H 0.441
5. C -0.270
6. H 0.355
7. Si 0.292
8. Br 0.425
9. Si 0.351
10. H 0.350
11. H -0.063
12. Br 0.009
13. H 0.453
14. H -0.067
15. O -0.483
16. H -0.083
17. C -1.195
18. Zn 0.657
19. C -0.456
20. H -0.056